Entry from the OMol25 dataset: the molecule C5H14N2O in a non-equilibrium geometry (ωB97M-V with the def2-TZVPD basis set).

SMILES: C[C@@H](N)CNCCO
HOMO level (eV): -8.760
Energy relative to the best compared isomer or geometry (same formula, charge and spin) (kJ/mol): 187.0
Energy (hartree): -383.62948

Last columns: bonded neighbours and bond lengths (Å).
Geometry (Å):
1 C -0.67 -0.23 -1.77  C2 1.519, H9 1.090, H10 1.096, H11 1.091
2 C -0.67 -1.02 -0.47  C1 1.519, N3 1.459, C4 1.519, H12 1.076
3 N -1.10 -2.40 -0.67  C2 1.459, H13 0.999, H14 1.016
4 C 0.74 -1.11 0.09  C2 1.519, N5 1.458, H15 1.088, H16 1.099
5 N 1.49 0.14 0.13  C4 1.458, C6 1.446, H17 0.995
6 C 1.20 0.97 1.28  N5 1.446, C7 1.514, H18 1.101, H19 1.063
7 C -0.18 1.58 1.35  C6 1.514, O8 1.411, H20 1.092, H21 1.086
8 O -0.66 2.20 0.17  C7 1.411, H22 0.959
9 H -0.34 0.80 -1.61  C1 1.090
10 H -0.01 -0.69 -2.52  C1 1.096
11 H -1.68 -0.18 -2.16  C1 1.091
12 H -1.38 -0.56 0.20  C2 1.076
13 H -0.76 -2.78 -1.53  N3 0.999
14 H -2.10 -2.53 -0.61  N3 1.016
15 H 1.23 -1.78 -0.61  C4 1.088
16 H 0.76 -1.56 1.09  C4 1.099
17 H 2.46 -0.03 0.06  N5 0.995
18 H 1.29 0.39 2.21  C6 1.101
19 H 1.94 1.74 1.25  C6 1.063
20 H -0.93 0.82 1.60  C7 1.092
21 H -0.09 2.32 2.14  C7 1.086
22 H 0.04 2.53 -0.39  O8 0.959